A) 13
Properties=species:S:1:pos:R:3:lowdin_charge:R:1 method="wB97M-V/def2-TZVPD" lumo_ev="-3.8 / -3.8" e_homo_ha="-0.4533 / -0.4532" charge=+1 homo_lumo_gap_ev="8.52 / 8.52"
C -1.687 0.106 0.361 -0.0959
C -0.387 0.493 -0.113 -0.0922
N 1.949 -0.387 -1.452 -0.0320
N 1.459 -0.487 -0.276 -0.0207
N -0.614 0.385 1.348 0.0730
H -2.494 0.974 0.306 0.1718
H -2.129 -0.924 0.424 0.1394
H -0.185 1.374 -0.610 0.0870
H 1.976 0.596 -1.860 0.1638
H 1.859 -1.293 -2.010 0.1588
H 1.217 -1.409 0.097 0.0983
H -0.708 1.094 2.083 0.1818
H -0.254 -0.522 1.703 0.1669

***

B) 13
Properties=species:S:1:pos:R:3:lowdin_charge:R:1 method="wB97M-V/def2-TZVPD" lumo_ev=-3.5 e_homo_ha=-0.5447 charge=+1 homo_lumo_gap_ev=11.35
C 0.277 1.775 -0.947 -0.0526
C 1.021 -1.456 -0.155 -0.0433
N 0.025 0.651 -0.685 0.0634
N 0.418 3.060 -1.158 0.2173
N -0.179 -0.474 -0.036 -0.0876
H -2.542 1.151 0.311 0.1023
H 2.002 -0.852 0.191 0.1275
H 0.816 -2.125 0.704 0.0780
H 1.265 -2.077 -1.097 0.1073
H 0.978 3.265 -0.334 0.1515
H 0.653 3.394 -2.069 0.1375
H -1.177 -0.972 -0.088 0.1746
H -2.072 0.485 0.180 0.0241

***

C) 13
Properties=species:S:1:pos:R:3:lowdin_charge:R:1 method="wB97M-V/def2-TZVPD" lumo_ev=-5.7 e_homo_ha=-0.5113 charge=+1 homo_lumo_gap_ev=8.19
C 0.103 -0.131 -1.149 -0.0099
C 1.439 0.596 -0.918 0.0295
N -0.931 -0.502 2.178 0.0580
N -0.615 -0.037 -2.152 0.0288
N -1.355 0.267 -2.994 0.3183
H 1.262 1.575 -0.436 0.1208
H 1.822 0.697 -1.877 0.0714
H 1.882 0.260 -0.049 0.0652
H -0.721 -1.485 2.063 0.0323
H -0.344 -0.632 -0.220 0.1542
H -0.532 -0.163 2.976 -0.0144
H -1.450 -0.220 -3.852 0.1355
H -1.903 -0.371 2.196 0.0104

***

D) 13
Properties=species:S:1:pos:R:3:lowdin_charge:R:1 method="wB97M-V/def2-TZVPD" lumo_ev=-3.8 smiles=NN1C[C@H]1[NH3+] e_homo_ha=-0.4682 charge=+1 homo_lumo_gap_ev=8.96
C 0.182 -1.146 0.037 -0.1094
C -0.534 0.057 -0.492 -0.2317
N 0.776 0.119 0.518 -0.0945
N 1.993 0.550 -0.019 0.0277
N -1.678 0.496 0.259 0.1652
H -0.049 -1.789 0.877 0.1204
H 0.824 -1.571 -0.760 0.1242
H -0.508 0.164 -1.637 0.1841
H 2.387 -0.169 -0.565 0.0682
H 2.429 1.409 0.354 0.1223
H -2.560 0.413 -0.343 0.2071
H -1.526 1.517 0.582 0.2097
H -1.735 -0.051 1.187 0.2065

***

Which of them is the least stable? Correct choice: A).

***

A) 17
Properties=species:S:1:pos:R:3:lowdin_charge:R:1 method="wB97M-V/def2-TZVPD" lumo_ev=0.9 smiles=S[C@H]1CC[C@@H]2C[C@H]21 e_homo_ha=-0.3223 homo_lumo_gap_ev=9.67
C 0.973 -0.027 0.616 -0.6939
C 0.629 1.427 0.149 -0.1806
C -0.929 1.249 -0.312 -0.1239
C -0.984 -0.379 -0.632 -0.1751
C -1.144 -1.713 -0.021 -0.0605
C -0.267 -0.775 0.658 -0.3289
H 2.173 -1.055 -1.449 -0.0842
H 1.431 -0.203 1.614 0.0795
H 0.703 2.285 0.949 0.1416
H 1.250 1.539 -0.731 0.0515
H -1.621 1.428 0.588 0.1087
H -1.297 1.931 -1.128 0.0961
H -0.181 -0.300 -1.516 0.1445
H -1.949 -2.102 0.518 0.0858
H -0.629 -2.549 -0.564 0.1321
H -0.709 -0.276 1.428 0.1028
S 2.552 -0.479 -0.168 0.7045

***

B) 17
Properties=species:S:1:pos:R:3:lowdin_charge:R:1 method="wB97M-V/def2-TZVPD" lumo_ev=0.9 smiles=C[C@@]12CCS[C@H]1C2 e_homo_ha=-0.3067 homo_lumo_gap_ev=9.30
C -1.110 0.655 1.337 -0.0725
C -0.927 0.367 -0.159 -0.5194
C 0.024 1.374 -0.780 -0.1715
C 1.427 0.881 -0.233 -0.3871
C -0.275 -0.942 -0.536 -0.5398
C -1.780 -0.813 -0.537 -0.0393
H -0.233 1.150 1.755 0.0663
H -1.977 1.338 1.456 0.0967
H -1.293 -0.268 1.890 0.0809
H -0.011 1.340 -1.861 0.1029
H -0.152 2.426 -0.454 0.1184
H 1.773 1.491 0.610 0.0643
H 2.152 0.897 -1.037 0.0576
H 0.008 -0.920 -1.579 0.0840
H -2.198 -0.971 -1.544 0.1127
H -2.400 -1.195 0.252 0.0928
S 1.261 -0.902 0.373 0.8529

***

Which of them is the least stable? Correct choice: A).

***

A) 19
Properties=species:S:1:pos:R:3:lowdin_charge:R:1 method="wB97M-V/def2-TZVPD" lumo_ev=-3.1 e_homo_ha=-0.5442 charge=+1 homo_lumo_gap_ev=11.73
C -1.298 0.902 1.087 -0.1553
O -0.522 -0.045 1.849 -0.0683
C -0.783 0.762 -0.338 -0.2417
C 0.565 1.481 -0.516 -0.1638
O 1.277 0.885 -1.623 -0.0580
N -0.518 -0.671 -0.603 0.1889
H -1.084 1.886 1.506 0.1399
H -2.343 0.643 1.210 0.1286
H -0.540 0.105 2.798 0.1123
H -1.471 1.207 -1.055 0.1641
H 0.505 2.532 -0.768 0.1350
H 1.228 1.434 0.343 0.1355
H 0.927 1.255 -2.442 0.1039
H -0.072 -0.823 -1.512 0.1614
H 0.066 -1.072 0.161 0.1133
H -1.358 -1.252 -0.677 0.1832
H 0.914 -3.491 -0.001 0.0749
H 1.808 -2.585 0.819 0.0792
O 1.167 -2.564 0.095 -0.0332

***

B) 19
Properties=species:S:1:pos:R:3:lowdin_charge:R:1 method="wB97M-V/def2-TZVPD" lumo_ev=-3.1 e_homo_ha=-0.5292 charge=+1 homo_lumo_gap_ev=11.27
O -1.408 0.846 -0.500 0.0974
C -0.435 0.558 -1.135 -0.1783
C 0.465 -0.562 -0.638 -0.0645
N -0.131 -1.137 0.589 -0.0148
C -0.779 -2.495 0.481 0.0420
H -0.105 1.028 -2.068 0.1353
H 0.629 -1.374 -1.341 0.1395
H 1.388 -0.070 -0.316 0.1514
H 0.548 -1.076 1.336 0.1525
H -0.919 -0.543 0.856 0.1158
H -1.751 -2.481 0.954 0.1077
H -0.180 -3.227 1.007 0.1062
H -0.899 -2.743 -0.557 0.0981
H 0.181 0.589 3.600 0.0645
H -0.966 1.210 2.677 0.0650
O -0.262 0.558 2.747 -0.0335
H 2.095 3.151 -2.861 0.0338
H 0.997 4.219 -2.643 0.0493
O 1.532 3.548 -2.189 -0.0674

***

Which of them is the least stable? Correct choice: B).

***

A) 11
Properties=species:S:1:pos:R:3:lowdin_charge:R:1 method="wB97M-V/def2-TZVPD" lumo_ev=0.6 smiles="C=O.CSS" e_homo_ha=-0.3008 homo_lumo_gap_ev=8.75
O -1.787 -0.246 -3.731 -0.0042
C -1.384 0.413 -4.637 -0.1545
H -0.766 1.294 -4.428 0.0772
H -1.715 0.156 -5.663 0.0816
C 1.404 -0.842 2.718 -0.5088
S 1.462 0.836 2.075 0.3564
S -0.554 1.456 2.188 0.2902
H 0.545 -1.400 2.346 0.0331
H 1.421 -0.875 3.800 0.0295
H 2.285 -1.298 2.293 0.0190
H -0.911 0.506 3.039 -0.2195

***

B) 11
Properties=species:S:1:pos:R:3:lowdin_charge:R:1 method="wB97M-V/def2-TZVPD" lumo_ev=-0.4 e_homo_ha=-0.3427 homo_lumo_gap_ev=8.91
C 1.275 -0.227 -0.646 -0.2160
C -0.056 -0.608 -0.135 -0.4111
O -2.207 -0.069 1.346 -0.4874
S -1.077 2.314 0.446 0.2464
S -0.942 0.477 0.973 0.2056
H 2.181 -0.391 -0.021 0.0845
H 1.511 -0.876 -1.507 0.0729
H 1.254 0.874 -1.108 0.1129
H -0.422 -1.685 -0.096 0.0974
H -1.151 -0.246 -1.440 0.2590
H -0.365 0.438 2.188 0.0358

***

C) 11
Properties=species:S:1:pos:R:3:lowdin_charge:R:1 method="wB97M-V/def2-TZVPD" lumo_ev=-0.7 smiles=CCSSO e_homo_ha=-0.3168 homo_lumo_gap_ev=7.96
C 1.380 -0.583 0.320 -0.1682
C 0.906 0.819 -0.099 -0.7296
O -3.316 -0.175 -0.306 -0.5938
S -0.668 1.412 0.430 0.5694
S -1.969 -0.696 0.386 0.5984
H 2.120 -1.051 -0.337 0.0776
H 1.626 -0.435 1.469 0.1218
H 0.528 -1.176 0.337 -0.0450
H 0.988 0.914 -1.215 0.0755
H 1.614 1.462 0.289 0.0210
H -3.211 -0.489 -1.272 0.0729

***

Which of them is the least stable? Correct choice: B).

***

A) 12
Properties=species:S:1:pos:R:3:lowdin_charge:R:1 method="wB97M-V/def2-TZVPD" lumo_ev=0.6 e_homo_ha=-0.2953 homo_lumo_gap_ev=8.60
C -1.236 0.092 0.366 -0.4495
C 0.706 -0.282 -0.143 -0.8435
N -1.612 1.129 -0.358 0.1422
O -1.706 -0.536 1.261 0.0762
O 0.823 0.025 -1.492 -0.0455
O 1.042 -1.592 0.037 -0.0087
S 1.549 0.881 0.952 0.8337
H -0.992 1.594 -0.961 0.0720
H -2.605 1.165 -0.774 0.1634
H 1.476 -0.674 -1.781 0.1348
H 0.934 -1.917 0.937 0.1096
H 1.619 0.115 1.956 -0.1847

***

B) 12
Properties=species:S:1:pos:R:3:lowdin_charge:R:1 method="wB97M-V/def2-TZVPD" lumo_ev=0.3 e_homo_ha=-0.3605 homo_lumo_gap_ev=10.10
C -0.986 -0.352 0.543 -0.1967
C 0.855 -1.628 0.911 -0.2843
N -0.403 -1.439 0.337 0.0240
O -1.083 2.078 -2.160 -0.0910
O 0.667 1.639 0.244 -0.4849
O 1.232 -0.417 1.506 -0.3365
S 0.224 0.788 1.397 0.9660
H -0.396 1.899 -1.591 -0.0878
H -1.963 -0.196 0.075 0.1125
H 1.656 -2.007 0.233 0.1513
H 0.805 -2.392 1.614 0.1079
H -0.608 2.027 -3.108 0.1196

***

Which of them is the least stable? Correct choice: B).

***

A) 17
Properties=species:S:1:pos:R:3:lowdin_charge:R:1 method="wB97M-V/def2-TZVPD" lumo_ev="-4.7 / -4.7" smiles="N[C@@H]1NC=[NH+]C=[N+]([O-])C1=O" e_homo_ha="-0.4719 / -0.4722" charge=+1 homo_lumo_gap_ev="8.13 / 8.14"
C 0.467 -1.906 0.119 -0.0277
C -1.252 -0.492 -0.883 -0.0645
C 1.318 0.745 -0.497 -0.1192
C 0.114 1.484 0.102 -0.3317
N -0.961 0.803 -0.544 0.1015
N -0.746 -1.657 -0.549 0.0910
N 0.088 1.417 1.525 0.0953
N 1.358 -0.883 0.243 -0.1437
O 2.315 -1.006 0.991 0.0199
O 2.186 1.192 -1.183 0.2326
H 0.753 -2.961 0.456 0.1818
H -2.097 -0.653 -1.550 0.1646
H 0.033 2.531 -0.299 0.1925
H -1.841 1.194 -0.960 0.1847
H -1.278 -2.473 -0.878 0.1851
H -0.531 2.162 1.874 0.1141
H 0.075 0.503 2.034 0.1237

***

B) 17
Properties=species:S:1:pos:R:3:lowdin_charge:R:1 method="wB97M-V/def2-TZVPD" lumo_ev=-5.2 e_homo_ha=-0.5547 charge=+1 homo_lumo_gap_ev=9.88
C 0.149 -0.040 -0.207 0.0237
C -0.639 0.280 2.086 0.0927
C 0.370 -2.515 0.110 -0.0017
C -0.511 2.373 0.189 -0.0535
N -0.372 -0.911 1.834 0.1990
N 0.071 -1.168 0.592 -0.1125
N -0.214 1.036 0.411 0.0689
N -1.039 1.107 3.262 -0.3703
O -1.264 0.460 4.226 0.1918
O -1.149 2.269 3.094 0.1601
H 0.490 -0.233 -1.132 0.1360
H -0.414 -3.175 -0.185 0.0787
H 0.926 -2.640 -0.826 0.1037
H 0.850 -3.133 1.006 0.1545
H 0.137 3.059 0.619 0.0826
H -0.405 2.622 -0.815 0.0851
H -1.576 2.670 0.617 0.1611

***

Which of them is the least stable? Correct choice: B).

***

A) 9
Properties=species:S:1:pos:R:3:lowdin_charge:R:1 method="wB97M-V/def2-TZVPD" lumo_ev=-1.1 smiles="O=[N+]([O-])c1nnco1" e_homo_ha=-0.4107 homo_lumo_gap_ev=10.09
C 0.150 0.170 -0.272 -0.4637
C -0.503 -1.591 0.587 -0.0212
H -1.125 -2.336 0.512 0.0792
N 0.235 1.562 -0.691 -0.2909
N 1.044 -0.124 0.505 0.1693
N 0.504 -1.251 1.268 0.1485
O -0.756 2.127 -1.132 0.1159
O 1.225 2.089 -0.206 0.1003
O -0.774 -0.647 -0.570 0.1626

***

B) 9
Properties=species:S:1:pos:R:3:lowdin_charge:R:1 method="wB97M-V/def2-TZVPD" lumo_ev=-2.0 smiles="O=c1nnonc1O" e_homo_ha=-0.3815 homo_lumo_gap_ev=8.42
C -0.402 0.306 -0.400 -0.2999
C 0.631 0.227 0.558 -0.2116
H -0.029 2.280 -0.045 0.1567
N -1.122 -0.635 -0.896 0.1194
N 0.538 -2.030 0.032 0.0668
N 1.058 -1.237 0.776 0.1408
O -0.547 1.679 -0.726 0.0190
O -0.774 -1.851 -0.644 -0.0398
O 0.647 1.262 1.345 0.0486

***

C) 9
Properties=species:S:1:pos:R:3:lowdin_charge:R:1 method="wB97M-V/def2-TZVPD" lumo_ev=-2.7 e_homo_ha=-0.3980 homo_lumo_gap_ev=8.09
C 1.117 -0.098 -0.147 -0.3998
C -0.483 1.576 -0.203 -0.1983
H 2.654 -1.142 0.268 0.0516
N 0.663 1.223 -0.376 0.2125
N -2.556 -0.401 0.902 0.0677
N -2.439 -1.601 -0.512 0.0671
O 2.387 -0.315 0.529 0.1048
O -1.698 1.804 -0.022 0.0615
O 0.355 -1.046 -0.440 0.0330

***

Which of them is the least stable? Correct choice: C).

***

A) 9
Properties=species:S:1:pos:R:3:lowdin_charge:R:1 method="wB97M-V/def2-TZVPD" lumo_ev="-3.3 / -2.5" e_homo_ha="-0.3772 / -0.3842" homo_lumo_gap_ev="6.99 / 7.97"
C 1.869 1.780 0.252 -0.3174
C -0.338 0.682 0.098 -0.4395
N 2.702 2.562 -0.001 0.1840
N 0.895 0.942 0.156 0.1332
N 2.169 -0.866 0.028 -0.1840
O 3.205 -0.524 -0.382 0.2283
O -1.272 1.380 -0.187 0.0643
O 1.378 -1.703 0.176 0.2059
H -0.579 -0.387 0.097 0.1252

***

B) 9
Properties=species:S:1:pos:R:3:lowdin_charge:R:1 method="wB97M-V/def2-TZVPD" lumo_ev=-0.1 smiles="O=COc1nnno1" e_homo_ha=-0.4100 homo_lumo_gap_ev=11.03
C -0.508 1.757 -1.227 -0.1945
C -0.350 -0.130 0.231 -0.4298
H -1.253 2.412 -1.550 0.1266
N 0.881 -0.401 -0.103 0.0963
N 1.176 -1.459 0.537 -0.0473
N 0.358 -1.893 1.373 0.1530
O 0.686 1.944 -1.322 0.1148
O -1.159 0.788 -0.395 0.0982
O -0.840 -0.970 1.077 0.0828

***

Which of them is the least stable? Correct choice: A).

***

A) 30
Properties=species:S:1:pos:R:3:lowdin_charge:R:1 method="wB97M-V/def2-TZVPD" lumo_ev=0.5 smiles="C[C@H](N)C(=O)N[C@@H](CCC(N)=O)C(=O)O" e_homo_ha=-0.3554 homo_lumo_gap_ev=10.16
C -1.210 1.650 -1.380 -0.3622
C -1.417 0.707 -0.238 -0.5210
C -0.562 2.879 -0.807 -0.0469
C -0.568 -1.137 1.215 -0.1409
C -0.459 -0.634 2.683 -0.5122
C 0.570 -2.162 0.867 -0.1233
C 2.004 -1.555 0.849 -0.0619
C 2.317 -0.891 -0.572 -0.4995
H -3.057 2.289 -1.307 0.0918
H -2.815 1.154 -2.671 0.0759
H -0.532 1.158 -2.063 0.1327
H -0.067 2.808 0.270 0.1356
H 0.354 3.128 -1.261 0.0498
H -1.232 3.731 -0.959 0.0850
H 0.436 0.042 -0.161 0.0880
H -1.633 -1.495 1.095 0.1811
H 0.500 -2.936 1.529 0.0814
H 0.531 -2.600 -0.079 0.0820
H 2.862 -2.347 0.948 0.1564
H 1.973 -0.638 1.497 0.1283
H 2.365 -2.812 -1.565 0.0799
H 2.808 -1.503 -2.480 0.0952
H -1.560 0.823 2.223 0.0715
N -2.489 1.967 -2.136 0.0498
N -0.488 -0.145 0.143 0.1246
N 2.242 -1.818 -1.693 0.1194
O -2.350 0.873 0.480 0.0744
O 0.132 -1.297 3.462 0.1401
O 2.413 0.263 -0.859 0.0614
O -1.064 0.498 2.971 0.1637

***

B) 30
Properties=species:S:1:pos:R:3:lowdin_charge:R:1 method="wB97M-V/def2-TZVPD" lumo_ev=0.3 smiles="C[C@H](NC(=O)[C@@H](N)CCC(N)=O)C(=O)O" e_homo_ha=-0.3287 homo_lumo_gap_ev=9.25
C 0.687 0.459 -1.714 -0.2569
C 0.678 -0.539 -0.336 -0.3680
C 0.744 1.939 -1.351 -0.2003
C -0.567 2.457 -0.842 -0.1509
C -0.546 3.406 0.376 -0.5564
C 0.813 -2.652 0.499 -0.2260
C -0.783 -2.477 0.460 -0.5112
C 1.630 -2.577 1.929 -0.0010
H -1.040 -0.669 -2.048 0.0435
H -0.326 -0.247 -3.279 0.0910
H 1.702 0.244 -2.261 0.1573
H 1.529 2.212 -0.676 0.0989
H 0.869 2.574 -2.200 0.1091
H -1.019 2.962 -1.711 0.1117
H -1.464 1.715 -0.483 0.1803
H 0.360 3.072 2.224 0.0990
H 0.828 1.959 0.935 0.1116
H 2.146 -1.946 -0.863 0.1740
H 0.879 -3.741 0.146 0.1732
H 1.706 -1.743 2.692 0.1000
H 2.531 -2.792 1.523 0.0094
H 1.232 -3.517 2.428 0.0894
H -2.252 -2.876 1.455 0.1220
N -0.580 0.157 -2.366 0.0575
N 0.334 2.872 1.248 0.1395
N 1.227 -1.728 -0.467 0.0608
O 0.180 -0.186 0.772 0.0278
O -1.260 4.395 0.463 0.0320
O -1.384 -1.840 -0.298 0.1434
O -1.346 -3.170 1.451 0.1394

***

Which of them is the least stable? Correct choice: B).